Below is 3 unconnected molecules or ions with the total composition C40H60BN2O9PS at a distorted geometry, with properties calculated with the ωB97M-V functional and the def2-TZVPD basis.

Its structure (SMILES) is CCCCCCCCCc1c(S(C)(=O)=O)c(CCCOC)c2nc(CP(=O)(O)O)c(CB(O)O)nc2c1COCCC.c1ccccc1.c1ccccc1. As for the multiplicity: 1. For the HOMO energy, the calculation gives -9.1 eV.

Geometry (Å):
C (9.4886, -2.2040, 1.2983)
C (8.9228, -3.3733, 0.4331)
C (9.1018, -3.1969, -1.0902)
C (8.4679, -1.8856, -1.6624)
C (6.9287, -2.0608, -1.7909)
C (6.1300, -1.6529, -0.5096)
C (4.7762, -1.0343, -0.9410)
C (3.7907, -2.0689, -1.5376)
C (2.5326, -1.4645, -2.2212)
C (1.5018, -1.0050, -1.1716)
C (0.4620, -1.9341, -0.7059)
S (0.4183, -3.5818, -1.4014)
C (-0.2737, -3.5301, -3.0752)
O (-0.4029, -4.5103, -0.6606)
O (1.7374, -4.1551, -1.5439)
C (-0.4409, -1.4681, 0.2291)
C (-1.5882, -2.3350, 0.7480)
C (-1.1889, -3.3384, 1.8582)
C (-2.2354, -4.4768, 1.8323)
O (-2.3280, -5.1456, 3.0774)
C (-3.5079, -5.9321, 3.1601)
C (-0.3384, -0.1394, 0.7549)
N (-1.2528, 0.2250, 1.7021)
C (-1.0989, 1.4353, 2.1748)
C (-2.0747, 1.8710, 3.2662)
P (-1.5434, 1.2078, 4.9061)
O (-1.3218, 2.3071, 5.8585)
O (-0.1878, 0.3342, 4.7901)
O (-2.7060, 0.2476, 5.5015)
C (-0.0676, 2.3213, 1.6929)
C (-0.0113, 3.7382, 2.2823)
B (-1.0440, 4.6157, 1.4138)
O (-2.0759, 5.3181, 2.0809)
O (-0.9853, 4.6793, 0.0434)
N (0.8104, 2.0338, 0.7584)
C (0.6497, 0.7478, 0.3145)
C (1.5666, 0.2797, -0.6918)
C (2.6030, 1.2993, -1.1934)
O (1.8650, 2.3604, -1.8229)
C (1.6478, 2.1334, -3.2020)
C (0.3155, 1.4245, -3.5365)
C (-0.8891, 1.9024, -2.6789)
H (10.3729, -2.5753, 1.8371)
H (8.7319, -1.8716, 2.0231)
H (9.8203, -1.3378, 0.7076)
H (7.8710, -3.5433, 0.7087)
H (9.4589, -4.2962, 0.7167)
H (8.5871, -4.0232, -1.6106)
H (10.1639, -3.2537, -1.3891)
H (8.8949, -1.7829, -2.6769)
H (8.7496, -0.9880, -1.0950)
H (6.6148, -1.4145, -2.6324)
H (6.6667, -3.0884, -2.0855)
H (5.9752, -2.4950, 0.1824)
H (6.7597, -0.9096, 0.0114)
H (4.3287, -0.5128, -0.0767)
H (5.0092, -0.3026, -1.7374)
H (3.4232, -2.6723, -0.6909)
H (4.3725, -2.7272, -2.2004)
H (2.1135, -2.2662, -2.8450)
H (2.7661, -0.6548, -2.9295)
H (0.3295, -2.8979, -3.7382)
H (-0.1864, -4.5615, -3.4499)
H (-1.3370, -3.2630, -3.0293)
H (-2.0219, -2.8627, -0.1172)
H (-2.4118, -1.7248, 1.1473)
H (-0.2009, -3.7852, 1.6668)
H (-1.1447, -2.8542, 2.8449)
H (-2.0515, -5.1448, 0.9728)
H (-3.2111, -3.9817, 1.6168)
H (-4.0104, -5.7294, 4.1210)
H (-4.2388, -5.6826, 2.3710)
H (-3.2844, -7.0079, 3.0559)
H (-3.0446, 1.3836, 3.0596)
H (-2.2217, 2.9529, 3.3199)
H (0.5787, 0.9092, 4.6562)
H (-2.2536, -0.3324, 6.1386)
H (-0.2355, 3.7641, 3.3548)
H (0.9904, 4.1525, 2.0707)
H (-2.9196, 4.8569, 1.9836)
H (-1.8928, 4.8321, -0.2622)
H (3.3142, 0.8601, -1.8951)
H (3.1748, 1.7437, -0.3681)
H (2.4683, 1.5989, -3.7148)
H (1.5995, 3.1338, -3.6717)
H (0.0636, 1.5794, -4.5971)
H (0.4090, 0.3323, -3.3951)
H (-1.7997, 1.9885, -3.2948)
H (-1.1345, 1.1754, -1.8861)
H (-0.6969, 2.8689, -2.1870)
C (-4.8788, 5.2395, -1.1709)
C (-5.7212, 4.3342, -1.8039)
C (-6.1762, 4.5915, -3.0891)
C (-5.7917, 5.7566, -3.7404)
C (-4.9566, 6.6653, -3.1041)
C (-4.4984, 6.4067, -1.8192)
H (-4.5192, 5.0349, -0.1683)
H (-6.0213, 3.4269, -1.2931)
H (-6.8303, 3.8846, -3.5839)
H (-6.1444, 5.9567, -4.7443)
H (-4.6619, 7.5760, -3.6101)
H (-3.8455, 7.1147, -1.3232)
C (-5.8261, 0.1477, 1.9631)
C (-6.8868, -0.7139, 2.2055)
C (-8.1815, -0.3261, 1.8806)
C (-8.4130, 0.9240, 1.3180)
C (-7.3492, 1.7854, 1.0868)
C (-6.0587, 1.3961, 1.4075)
H (-4.8134, -0.1530, 2.2062)
H (-6.7058, -1.6863, 2.6460)
H (-9.0102, -0.9979, 2.0655)
H (-9.4209, 1.2256, 1.0619)
H (-7.5243, 2.7639, 0.6555)
H (-5.2286, 2.0691, 1.2235)

Mulliken population analysis, charges in e, atoms 1 to 6:
1 C -1.07
2 C -0.30
3 C -0.85
4 C -0.79
5 C -0.51
6 C -0.78


Below is a molecular structure, C40H60Cl4GeIrN6O2P, with properties calculated with the ωB97M-V functional and the def2-TZVPD basis.

As for the multiplicity: 5. For the HOMO energy (alpha / beta), the calculation gives -12.8 / -14.0 eV. As for the net charge: +2.

Geometry (Å):
Ir (-0.1158, -0.1021, 0.3522)
Cl (-0.5032, 5.6239, -3.5297)
C (0.1128, 4.5675, -2.3513)
C (0.7638, 5.1019, -1.1843)
Cl (0.8925, 6.7678, -1.0034)
C (1.2953, 4.2532, -0.1943)
Cl (1.9986, 4.8940, 1.2365)
C (1.2161, 2.8863, -0.3456)
O (1.6971, 2.0303, 0.5320)
C (0.4794, 2.3287, -1.4834)
O (0.2795, 1.0924, -1.5509)
C (-0.0316, 3.2239, -2.4922)
Cl (-0.8475, 2.5388, -3.8242)
N (-0.3609, 2.2725, 2.8495)
C (-0.3985, 1.0403, 3.3749)
N (-0.6816, 0.9153, 4.6576)
C (-0.6639, -0.3292, 5.1311)
N (-0.9907, -0.5169, 6.4051)
N (-0.3184, -1.4351, 4.4136)
C (-0.0770, -1.2089, 3.1580)
N (-0.1516, -0.0122, 2.5452)
C (0.3486, -2.3723, 2.3101)
C (0.4572, -3.6432, 2.8391)
C (0.9034, -4.6720, 2.0218)
C (1.2285, -4.3926, 0.7045)
C (1.0807, -3.0994, 0.2447)
N (0.6441, -2.1080, 1.0289)
H (-0.4519, 3.0411, 3.4936)
H (0.1502, 2.4143, 1.9977)
H (-1.2183, 0.2726, 6.9819)
H (-0.9384, -1.4351, 6.8017)
H (0.2012, -3.7983, 3.8789)
H (0.9946, -5.6806, 2.4105)
H (1.5885, -5.1647, 0.0330)
H (1.3134, -2.8420, -0.7824)
C (-4.2145, -4.1516, 1.3344)
C (-4.3111, -2.7903, 2.0547)
C (-3.3259, -1.7604, 1.4740)
C (-3.1579, -1.9736, -0.0417)
C (-2.4915, -3.3447, -0.3233)
C (-2.8045, -4.3678, 0.7858)
P (-2.1889, -0.6270, -0.7782)
C (-3.1797, 0.9151, -0.8030)
C (-4.6973, 0.7444, -1.1035)
C (-5.5616, 1.1171, 0.1060)
C (-5.3236, 2.5697, 0.5547)
C (-3.8507, 3.0031, 0.3837)
C (-2.9345, 1.7838, 0.4439)
C (-1.9075, -0.9816, -2.5524)
C (-0.6918, -1.8851, -2.8433)
C (-0.2827, -1.7102, -4.3181)
C (-1.5175, -1.5497, -5.2364)
C (-2.7519, -2.2043, -4.6136)
C (-3.1578, -1.4799, -3.3152)
H (-4.9283, -4.1970, 0.5054)
H (-4.4845, -4.9531, 2.0186)
H (-4.1027, -2.9168, 3.1207)
H (-5.3297, -2.4013, 1.9774)
H (-2.3440, -1.8607, 1.9531)
H (-3.6819, -0.7511, 1.6916)
H (-4.1453, -1.9339, -0.5052)
H (-1.4086, -3.2283, -0.4102)
H (-2.8475, -3.7289, -1.2800)
H (-2.0807, -4.2734, 1.6060)
H (-2.6967, -5.3759, 0.3834)
H (-2.7218, 1.4532, -1.6376)
H (-4.9314, -0.2705, -1.4260)
H (-4.9629, 1.3959, -1.9416)
H (-5.3559, 0.4273, 0.9326)
H (-6.6110, 0.9810, -0.1530)
H (-5.6180, 2.6720, 1.5989)
H (-5.9676, 3.2394, -0.0175)
H (-3.5762, 3.7309, 1.1504)
H (-3.7098, 3.4972, -0.5862)
H (-3.1322, 1.2278, 1.3671)
H (-1.8801, 2.0851, 0.4786)
H (-1.6355, 0.0045, -2.9293)
H (-0.9452, -2.9314, -2.6442)
H (0.1488, -1.6199, -2.1948)
H (0.3075, -2.5720, -4.6319)
H (0.3625, -0.8309, -4.4084)
H (-1.3136, -1.9842, -6.2144)
H (-1.7285, -0.4876, -5.4074)
H (-2.5374, -3.2570, -4.4076)
H (-3.5897, -2.1884, -5.3106)
H (-3.7616, -2.1546, -2.6987)
H (-3.7904, -0.6222, -3.5621)
C (5.5301, -1.0604, 1.0750)
C (5.4731, -1.4642, -0.4024)
C (4.9247, -0.3641, -1.3062)
C (3.5328, 0.1403, -0.8748)
Ge (3.5468, 1.4106, 0.5776)
C (4.6980, 2.9211, 0.3080)
C (6.1524, 2.6132, 0.7244)
C (6.9975, 3.8832, 0.8258)
C (7.0973, 4.6588, -0.4893)
H (6.1894, -1.7189, 1.6420)
H (4.5444, -1.1057, 1.5494)
H (5.9239, -0.0389, 1.1939)
H (4.8583, -2.3649, -0.5148)
H (6.4732, -1.7276, -0.7490)
H (4.8590, -0.7367, -2.3283)
H (5.6379, 0.4676, -1.3306)
H (2.8777, -0.6832, -0.5960)
H (3.0531, 0.6700, -1.6991)
H (3.3961, 0.8777, 2.0038)
H (4.3018, 3.7545, 0.8882)
H (4.6367, 3.1861, -0.7505)
H (6.6159, 1.9367, -0.0025)
H (6.1695, 2.1037, 1.6940)
H (7.9972, 3.5957, 1.1512)
H (6.5834, 4.5256, 1.6095)
H (7.4940, 4.0246, -1.2905)
H (7.7654, 5.5144, -0.3835)
H (6.1251, 5.0464, -0.8114)

Mulliken population analysis, charges in e, atoms 1 to 6:
1 Ir 2.55
2 Cl -0.13
3 C 0.46
4 C 0.62
5 Cl -0.11
6 C 0.88